A structure of composition C38H34N11OSbTi at a distorted geometry. Source: OMol25; level of theory: ωB97M-V/def2-TZVPD.

Molar mass   830.393 g mol⁻¹
Total charge   +2
Calculated total energy   -3235.3278 a.u.

Geometry as XYZ:
```
86
Properties=species:S:1:pos:R:3:forces:R:3
Ti -1.48913 -1.47342 0.29495 -0.776 0.688 0.414
C 0.80096 -4.42276 -0.18930 -0.068 0.093 0.028
C 0.14769 -4.19640 1.14515 -0.187 0.033 -0.071
C 0.56758 -4.91575 2.24735 0.023 -0.022 0.128
C -0.11164 -4.80702 3.45507 0.034 -0.054 -0.027
C -1.26559 -4.04780 3.51256 0.040 -0.018 -0.067
C -1.66817 -3.36555 2.37294 0.133 -0.052 -0.034
N -0.91601 -3.35539 1.24303 0.074 -0.240 0.105
Sb -3.47020 -2.21292 2.24568 0.466 0.225 -0.364
C -3.89396 -2.98735 0.27285 0.091 -0.091 0.005
C -5.08863 -3.60494 -0.05454 0.049 -0.021 -0.040
C -5.31779 -3.96407 -1.37265 0.012 -0.020 -0.090
C -4.35612 -3.67885 -2.33065 -0.147 -0.067 -0.007
C -3.19040 -3.03595 -1.96259 0.121 0.047 0.134
C -2.14455 -2.65742 -2.96690 -0.019 -0.008 0.105
N -2.96948 -2.70735 -0.67380 -0.084 -0.074 -0.085
C -2.92797 -0.03319 0.07670 0.221 -0.315 -0.106
C -4.10371 0.69623 0.06238 -0.169 0.139 -0.015
C -4.03580 1.94223 -0.53596 0.058 -0.003 -0.015
C -2.83117 2.41252 -1.08011 -0.073 -0.033 0.009
C -1.69871 1.62453 -1.05138 0.016 0.140 0.026
C -0.36761 2.04597 -1.58905 -0.097 -0.067 0.058
N -1.82351 0.41061 -0.47212 0.198 -0.131 -0.030
H 1.04286 -5.47899 -0.29676 -0.027 -0.009 0.007
H 1.73463 -3.87241 -0.29276 0.054 0.052 -0.006
H 0.13237 -4.14154 -1.00040 0.007 0.021 -0.011
H 1.41180 -5.58480 2.14767 0.000 0.005 0.014
H 0.22087 -5.36619 4.32041 0.017 0.006 -0.011
H -1.87343 -4.01947 4.40641 -0.005 0.007 0.007
H -5.82089 -3.81105 0.71373 0.002 0.001 0.009
H -6.23710 -4.46160 -1.65333 0.009 0.003 -0.011
H -4.50907 -3.94327 -3.36757 -0.018 -0.009 0.005
H -2.41259 -2.99690 -3.96376 -0.015 -0.012 -0.009
H -1.18234 -3.10225 -2.70265 -0.022 0.007 -0.012
H -2.04328 -1.56881 -2.99923 0.004 0.006 -0.006
H -5.01797 0.32353 0.50416 -0.007 0.019 -0.004
H -4.91496 2.57260 -0.57454 -0.001 0.012 -0.006
H -2.78261 3.39888 -1.52057 -0.009 0.000 -0.001
H -0.37664 3.09473 -1.87783 -0.012 0.012 0.004
H -0.09869 1.46115 -2.47075 0.005 0.007 -0.022
H 0.41411 1.89864 -0.84103 -0.025 -0.016 -0.003
C 1.65926 1.23127 4.37688 -0.020 -0.021 0.021
N 0.53676 0.70767 3.58944 0.001 0.134 0.091
C 0.51601 -0.31022 2.74402 -0.052 -0.168 0.093
N -0.65652 -0.35440 2.11594 -0.007 0.069 -0.301
C -1.32587 0.71796 2.65697 0.054 -0.084 0.012
N -0.63534 1.37368 3.54539 0.117 -0.041 -0.045
C 2.03920 2.61124 3.90264 -0.027 0.007 -0.020
C 2.14904 3.65498 4.80736 0.027 0.030 0.009
C 2.47231 4.93206 4.36331 -0.001 0.020 -0.018
C 2.65526 5.17792 3.01471 0.007 -0.017 -0.007
C 2.53423 4.13028 2.10241 0.008 0.045 -0.008
C 2.24560 2.84926 2.55081 -0.026 -0.030 -0.020
C 2.66281 4.39869 0.67114 -0.005 0.119 0.087
N 2.75063 5.53265 0.06892 -0.003 -0.036 0.002
N 2.79045 5.25461 -1.28994 -0.001 -0.021 -0.016
C 2.72620 3.97640 -1.40248 0.001 0.059 -0.075
O 2.63849 3.35619 -0.19587 0.021 -0.136 0.000
C 2.68611 3.14657 -2.60544 0.023 -0.025 0.027
C 2.43876 3.71180 -3.85415 0.017 0.014 -0.003
C 2.33732 2.88904 -4.96335 -0.007 0.015 -0.010
C 2.45837 1.50926 -4.83397 0.026 0.007 0.004
C 2.72497 0.94868 -3.59201 -0.071 0.034 0.048
C 2.84383 -0.54899 -3.42652 0.010 -0.020 0.004
N 2.09921 -0.99700 -2.24150 0.166 0.073 0.045
C 0.79752 -1.21047 -2.11850 -0.043 0.240 -0.023
N 0.48548 -1.35614 -0.83532 -0.040 -0.314 0.427
C 1.69284 -1.22165 -0.21052 0.032 -0.082 -0.055
N 2.68673 -0.99559 -1.02576 -0.050 -0.062 -0.104
C 2.85415 1.77428 -2.48313 0.044 -0.003 -0.006
H 2.47790 0.51971 4.26269 -0.007 -0.019 0.008
H 1.35935 1.24960 5.42251 -0.011 -0.017 0.000
H 1.32887 -1.01270 2.65910 -0.051 0.051 0.040
H -2.33256 0.99368 2.39247 -0.001 -0.021 -0.028
H 1.97621 3.47843 5.86192 0.003 0.004 -0.003
H 2.56218 5.74162 5.07437 0.002 -0.003 -0.001
H 2.88399 6.17075 2.65192 -0.005 0.004 0.011
H 2.15638 2.04256 1.83073 0.001 -0.003 0.001
H 2.32496 4.78431 -3.93934 -0.005 -0.003 -0.010
H 2.14806 3.32064 -5.93668 -0.003 0.003 0.002
H 2.35435 0.87585 -5.70722 0.003 0.005 0.002
H 3.87277 -0.86879 -3.27283 0.008 -0.013 0.002
H 2.44350 -1.07023 -4.29457 0.009 -0.030 0.015
H 0.12263 -1.22488 -2.95697 0.012 0.004 0.021
H 1.84090 -1.31460 0.85166 -0.015 -0.024 -0.213
H 3.08355 1.35580 -1.51207 -0.010 -0.003 -0.014
```
Positions in Å, forces in eV/Å.

Results of the Mulliken charge analysis, in e, for atoms 1 through 6:
1 Ti -0.328
2 C -1.343
3 C 0.683
4 C -0.801
5 C -0.476
6 C -0.976